## one
The following is a DFT calculation (wB97M-V/def2-TZVPD) of a 3-piece molecular cluster, C2H9NO4 overall.

```
16
Properties=species:S:1:pos:R:3:nbo_charge:R:1
C -0.26610 -0.68633 -1.92224 -0.439
N 0.62852 -0.56663 -0.75057 -0.651
C 0.41661 -1.20932 0.45119 0.903
O 1.10545 -1.03154 1.43447 -0.642
O -0.59928 -2.13444 0.37669 -0.709
H -0.50247 -1.76574 -2.11973 0.222
H 0.15836 -0.22833 -2.83702 0.226
H -1.24041 -0.18165 -1.83142 0.189
H 1.17397 0.29159 -0.56029 0.435
H -1.43641 -1.72149 0.06491 0.498
O 1.42543 1.54305 1.13651 -1.008
H 2.17138 1.83856 1.72564 0.480
H 1.23443 0.62641 1.51313 0.493
O -1.83628 1.81203 1.06877 -0.939
H -1.31021 1.71463 1.85885 0.472
H -1.12298 1.69921 0.39111 0.468
```

Output
Highest occupied orbital energy, eV: -10.46
Gap between HOMO and LUMO, eV: 10.91
SMILES: CNC(=O)O.O.O
Multiplicity: 1
Total charge: 0

## two
The following is a DFT calculation (wB97M-V/def2-TZVPD) of a 3-piece molecular cluster, C2H9NO4 overall.

```
16
Properties=species:S:1:pos:R:3:nbo_charge:R:1
O -0.40115 1.99003 -3.56566 -0.635
C 0.36603 1.05602 -3.34298 0.506
N 0.34491 0.62145 -2.06828 -0.629
C -0.66226 1.14840 -1.16716 0.068
O 0.03561 2.08237 -0.44195 -0.736
H 1.08158 0.56657 -3.98266 0.133
H 0.91890 -0.26390 -1.78560 0.393
H -1.43332 1.57510 -1.78436 0.199
H -1.26837 0.34384 -0.67745 0.201
H 0.51879 2.82802 -0.99990 0.496
O -2.12400 -0.23284 1.66545 -0.949
H -1.57246 -1.06533 1.44096 0.474
H -1.58432 0.37203 2.16350 0.478
O 1.53470 -3.71015 5.01003 -0.912
H 2.07640 -3.01887 5.10626 0.452
H 2.16894 -4.29273 4.42978 0.460
```

Output
Highest occupied orbital energy, eV: -9.67
Gap between HOMO and LUMO, eV: 10.12
SMILES: O=CNCO.O.O
Multiplicity: 1
Total charge: 0

Which is the most stable structure? one is the most stable.

## one
The following is a DFT calculation (wB97M-V/def2-TZVPD) of a 3-piece molecular cluster, C2H9NO4 overall.

```
16
Properties=species:S:1:pos:R:3:nbo_charge:R:1
O -1.75722 1.46983 -0.28467 -0.622
C -1.10091 0.93672 0.59022 0.530
N -0.90380 -0.40727 0.67914 -0.653
C -1.01835 -1.23521 -0.48793 0.082
O 0.21353 -1.31533 -1.21378 -0.738
H -0.58472 1.55386 1.34481 0.115
H -0.14269 -0.78525 1.24399 0.427
H -1.78112 -0.92228 -1.18669 0.187
H -1.23782 -2.26049 -0.20205 0.173
H 0.68180 -0.46802 -1.12062 0.481
O 1.54699 -1.07019 2.24263 -0.948
H 2.27743 -1.30135 1.65660 0.484
H 1.91713 -0.41459 2.83648 0.480
O 0.97590 1.86539 -2.09452 -0.947
H 0.80453 2.61764 -1.51334 0.471
H 0.10932 1.73652 -2.49028 0.479
```

Output
Highest occupied orbital energy, eV: -10.01
Gap between HOMO and LUMO, eV: 10.35
SMILES: O=CNCO.O.O
Multiplicity: 1
Total charge: 0

## two
The following is a DFT calculation (wB97M-V/def2-TZVPD) of a 3-piece molecular cluster, C2H9NO4 overall.

```
16
Properties=species:S:1:pos:R:3:nbo_charge:R:1
N 1.82315 0.98417 1.17197 -0.863
C 0.64455 0.36768 1.67905 -0.336
C -0.05463 -0.58915 0.67070 0.763
O 0.40221 -0.85803 -0.39394 -0.561
O -1.17130 -1.19017 1.13179 -0.683
H 1.74142 1.94135 0.90108 0.400
H 2.58614 0.37121 0.94779 0.390
H -0.03373 1.09705 2.12942 0.209
H 0.88297 -0.33175 2.48438 0.198
H -1.49624 -0.74141 1.92347 0.480
O 0.03322 3.32792 -0.62992 -0.941
H 0.12225 3.02367 -1.54165 0.474
H -0.90330 3.55476 -0.58902 0.468
O -1.24102 -3.91925 -3.19499 -0.932
H -1.39448 -3.49822 -4.05027 0.464
H -1.94119 -3.53984 -2.63986 0.468
```

Output
Highest occupied orbital energy, eV: -8.91
Gap between HOMO and LUMO, eV: 9.38
SMILES: NCC(=O)O.O.O
Multiplicity: 1
Total charge: 0

Which is the most stable structure? one is the most stable.

## one
The following is a DFT calculation (wB97M-V/def2-TZVPD) of C16H20IN2O3PtS as an isolated structure.

```
44
Properties=species:S:1:pos:R:3:nbo_charge:R:1
Pt -1.41284 1.91883 -0.45041 1.205
I -5.92428 5.10954 -3.26565 0.327
C -4.10182 4.56039 -2.47205 -0.298
C -2.95090 5.32435 -2.41623 0.014
N -2.00545 4.59217 -1.80581 -0.309
N -2.48713 3.38431 -1.46184 -0.410
C -3.76448 3.35524 -1.86356 -0.018
H -2.76062 6.31875 -2.78725 0.273
H -1.05544 4.86407 -1.60431 0.438
H -4.38298 2.48660 -1.70575 0.251
C 5.91028 -6.16573 1.63922 -0.764
C 4.84583 -5.26299 2.11159 0.668
O 3.81205 -5.36681 2.61527 -0.386
S 5.52255 -3.32771 1.70363 0.498
C 4.21824 -2.33737 1.52796 -0.103
C 2.88461 -2.59535 2.05225 -0.175
C 1.88066 -1.76020 1.74468 -0.131
C 2.11144 -0.59225 0.90370 0.127
C 3.45890 -0.28430 0.46458 -0.154
C 4.46735 -1.11058 0.77353 -0.145
C 1.05598 0.16958 0.52276 -0.154
C 0.07486 0.84971 0.17364 -0.053
H 5.57650 -7.19403 1.77352 0.309
H 6.82519 -6.00171 2.21613 0.302
H 6.14529 -5.97779 0.58941 0.290
H 2.70203 -3.44288 2.69260 0.284
H 0.88131 -1.95008 2.11185 0.265
H 3.64362 0.60932 -0.11565 0.271
H 5.47659 -0.88810 0.45008 0.276
C -1.45446 2.89411 2.67334 -0.253
O -2.32647 2.51805 1.57251 -0.750
H -1.89856 2.57105 3.61230 0.219
H -1.29242 3.96972 2.69843 0.208
H -0.50923 2.38223 2.52550 0.184
H -3.16672 2.98692 1.66809 0.525
C -3.90568 -1.33803 -2.62974 -0.652
C -2.82050 -0.29514 -2.53079 -0.067
O -2.88847 0.38703 -1.23231 -0.742
H -3.80455 -1.87501 -3.57225 0.266
H -4.89344 -0.87943 -2.60021 0.237
H -3.83507 -2.06682 -1.81862 0.217
H -2.93428 0.48105 -3.28434 0.207
H -1.83558 -0.74757 -2.64916 0.184
H -3.08188 -0.27318 -0.55060 0.516
```

Output
Highest occupied orbital energy (spin up / spin down), eV: -15.63 / -15.64
Gap between HOMO and LUMO (spin up / spin down), eV: 3.03 / 3.03
Multiplicity: 1
Total charge: +3

## two
The following is a DFT calculation (wB97M-V/def2-TZVPD) of C16H20IN2O3PtS as an isolated structure.

```
44
Properties=species:S:1:pos:R:3:nbo_charge:R:1
Pt -0.33807 0.71045 0.60108 1.143
I -0.48981 0.21388 6.82782 0.333
C -0.29411 -0.22177 4.84257 -0.310
C -0.01530 -1.46770 4.27983 0.022
N 0.01691 -1.30259 2.95999 -0.316
N -0.26455 -0.01442 2.62121 -0.351
C -0.43440 0.65121 3.76277 -0.005
H 0.15078 -2.43027 4.74425 0.278
H 0.17639 -2.00989 2.25461 0.443
H -0.66125 1.70431 3.77540 0.247
C -0.61860 11.77420 0.08796 -0.761
C -0.76853 10.42795 -0.50264 0.688
O -1.56764 9.83496 -1.08222 -0.379
S 1.04766 9.44079 -0.01760 0.468
C 0.82044 7.82255 -0.13372 -0.107
C -0.17501 7.17197 -0.98438 -0.173
C -0.31947 5.84339 -0.93452 -0.127
C 0.50957 5.04145 -0.03495 0.104
C 1.58787 5.67912 0.71423 -0.147
C 1.73512 7.00433 0.66780 -0.152
C 0.25627 3.73560 0.15383 -0.106
C 0.01918 2.51551 0.33085 0.004
H -1.46954 12.38450 -0.20812 0.309
H 0.31524 12.23224 -0.24224 0.293
H -0.58516 11.69625 1.17785 0.298
H -0.77860 7.75519 -1.65791 0.280
H -1.05576 5.35093 -1.55444 0.267
H 2.24954 5.06965 1.31312 0.268
H 2.51511 7.49164 1.23858 0.276
C 2.43950 -1.00203 -0.09547 -0.255
O 1.05264 -0.84093 -0.51910 -0.772
H 3.00225 -0.08636 -0.25605 0.198
H 2.89567 -1.81541 -0.65249 0.226
H 2.42853 -1.24989 0.96082 0.195
H 1.04948 -0.76498 -1.48084 0.513
C -4.22415 -1.78058 -0.13633 -0.650
C -3.35870 -0.58339 0.16080 -0.065
O -1.93290 -0.91728 0.03340 -0.793
H -5.27256 -1.49028 -0.06684 0.262
H -4.04403 -2.58862 0.57155 0.234
H -4.05422 -2.14837 -1.15054 0.223
H -3.48470 -0.23789 1.18406 0.199
H -3.58799 0.23745 -0.51685 0.185
H -1.81237 -1.42208 -0.78129 0.513
```

Output
Highest occupied orbital energy (spin up / spin down), eV: -15.78 / -15.79
Gap between HOMO and LUMO (spin up / spin down), eV: 3.31 / 3.33
Multiplicity: 1
Total charge: +3

Which is the most stable structure? one is the most stable.

## one
The following is a DFT calculation (wB97M-V/def2-TZVPD) of the molecule C15H17N3OS.

```
37
Properties=species:S:1:pos:R:3:nbo_charge:R:1
C -5.73455 -1.45058 0.65237 -0.626
C -4.37889 -0.90533 0.32308 -0.016
C -4.24820 0.34836 -0.26409 -0.199
C -3.00495 0.87082 -0.55884 -0.208
C -1.85953 0.14515 -0.25762 0.223
N -0.58161 0.67497 -0.56314 -0.499
C 0.31326 -0.08021 -1.43691 -0.040
N 1.69306 0.09929 -1.08031 -0.426
C 2.03155 -0.49761 0.21569 -0.275
C 3.50188 -0.45674 0.45377 0.260
C 4.26504 0.34472 1.25347 -0.302
C 5.60723 -0.06268 1.05782 -0.318
C 5.55707 -1.07685 0.15355 0.093
O 4.29058 -1.32227 -0.21602 -0.394
C 2.01179 1.49992 -1.17864 -0.059
N 1.05161 2.31079 -0.44548 -0.629
C -0.15925 1.85136 -0.04342 0.296
S -1.02074 2.72210 1.06959 -0.272
C -1.97585 -1.10570 0.33225 -0.246
C -3.22693 -1.62301 0.61403 -0.203
H -6.12526 -0.95959 1.54377 0.223
H -5.69006 -2.51981 0.84373 0.214
H -6.43229 -1.26559 -0.16195 0.218
H -5.13373 0.92242 -0.49454 0.210
H -2.91366 1.84702 -1.00883 0.231
H 0.18480 0.25868 -2.47501 0.195
H 0.04429 -1.13725 -1.38214 0.213
H 1.70751 -1.54083 0.17477 0.221
H 1.52234 0.00220 1.05272 0.207
H 3.91548 1.11784 1.90741 0.231
H 6.47887 0.34434 1.52710 0.230
H 6.32362 -1.68275 -0.28692 0.204
H 1.99821 1.77838 -2.24246 0.188
H 3.01539 1.67596 -0.78336 0.217
H 1.36708 3.13731 0.03769 0.422
H -1.09002 -1.66913 0.58870 0.210
H -3.30514 -2.59574 1.07816 0.209
```

Output
Highest occupied orbital energy, eV: -7.77
Gap between HOMO and LUMO, eV: 8.47
SMILES: Cc1ccc(N2CN(Cc3ccco3)CNC2=S)cc1
Multiplicity: 1
Total charge: 0

## two
The following is a DFT calculation (wB97M-V/def2-TZVPD) of the molecule C15H17N3OS.

```
37
Properties=species:S:1:pos:R:3:nbo_charge:R:1
H 0.53099 1.83022 1.64458 0.345
N -0.09063 1.26488 1.07651 -0.758
C 0.35547 0.13310 0.72758 0.472
C -0.41337 -0.79676 -0.09558 -0.301
C -1.73399 -0.59714 -0.58676 0.115
N -2.33521 -1.48938 -1.31444 -0.512
C -3.58758 -1.08343 -1.66591 0.076
C -4.49436 -1.80368 -2.44030 -0.197
C -5.72718 -1.24881 -2.70585 -0.217
C -6.07161 0.00933 -2.21416 -0.216
C -5.18694 0.73904 -1.44491 -0.243
C -3.94472 0.19161 -1.17108 -0.156
S -2.63100 0.86325 -0.23939 0.442
C 0.32881 -1.90464 -0.33914 0.457
O -0.02854 -2.96558 -1.04926 -0.651
C 1.66317 -1.77105 0.32692 -0.258
N 1.54846 -0.50049 1.00352 -0.426
C 2.67642 0.11528 1.65012 -0.208
C 3.54975 0.91698 0.67630 -0.406
C 4.77526 1.53580 1.34718 -0.393
C 4.42448 2.64112 2.33684 -0.609
H -4.21845 -2.77648 -2.81605 0.219
H -6.44026 -1.79580 -3.30454 0.214
H -7.04503 0.41905 -2.43828 0.214
H -5.44992 1.71287 -1.06255 0.218
H -0.94777 -2.79734 -1.36976 0.529
H 2.47645 -1.77871 -0.41058 0.212
H 1.84503 -2.58903 1.03579 0.215
H 2.29450 0.77244 2.43631 0.203
H 3.27175 -0.67054 2.12570 0.199
H 3.88142 0.25133 -0.12431 0.200
H 2.94189 1.70297 0.22270 0.206
H 5.41949 1.95198 0.56956 0.206
H 5.33979 0.75303 1.85948 0.193
H 3.81602 3.40343 1.85519 0.204
H 3.87647 2.24854 3.18953 0.199
H 5.33092 3.11260 2.70906 0.214
```

Output
Highest occupied orbital energy, eV: -8.07
Gap between HOMO and LUMO, eV: 8.55
SMILES: [H]/N=C1/C(c2nc3ccccc3s2)=C(O)CN1CCCC
Multiplicity: 1
Total charge: 0

Which is the most stable structure? two is the most stable.